i.
Entry from the Open Molecules 2025 dataset: C12H12N2O in the gas phase (ωB97M-V/def2-TZVPD).

Structure (ORCA input):
```
! wB97M-V def2-TZVPD RIJCOSX def2/J DEFGRID3
* xyz 0 1
C 3.1247 -1.8542 -0.8117
H 2.3924 -2.6156 -1.3153
H 4.0417 -2.2859 -0.6573
N -5.3267 0.2404 0.1138
H 0.0565 2.2686 -1.1505
O -1.4266 1.5904 -0.0614
H -3.8522 1.5076 0.8274
H -0.0635 3.0143 0.5050
C 0.5317 0.0308 0.2952
C -5.3732 -1.1165 -0.1525
N -3.2368 -0.5765 0.0905
C -0.8214 0.3706 0.1211
H -1.0713 3.5189 -0.6974
H 1.1020 0.8974 0.6286
H 2.9731 -1.0212 -1.4389
C -0.5727 2.5970 -0.3883
C 1.0612 -1.2411 0.4205
H -6.2481 -1.5924 -0.5584
C -1.2306 -1.9874 0.0943
C -4.1341 -1.6524 -0.1554
C 2.5572 -1.5161 0.5926
C 0.0246 -2.1603 0.2796
C -1.9005 -0.8229 0.1629
H 2.6415 -2.3580 1.1574
H -3.8602 -2.6322 -0.5247
H 2.9389 -0.5991 0.9495
C -4.0866 0.5653 0.2351
*
```

For the LUMO energy, the calculation gives -0.276 eV. The HOMO energy is -7.98 eV. The SMILES is CCC1=C=C=C(n2ccnc2)C(OC)=C1. The HOMO-LUMO gap is 0.283 Eh.

=====

ii.
Entry from the Open Molecules 2025 dataset: C12H12N2O in the gas phase (ωB97M-V/def2-TZVPD).

Structure (ORCA input):
```
! wB97M-V def2-TZVPD RIJCOSX def2/J DEFGRID3
* xyz 0 1
H -0.1509 2.5450 2.0499
C 0.4934 -1.2038 -1.6915
H -2.6579 2.0852 2.9322
H 2.4047 0.2998 0.5243
H 1.2252 -0.9682 0.5360
C -1.0998 0.1103 0.8172
C -0.5452 -1.7522 -0.9906
C -2.1855 1.0009 1.1432
C -1.2395 -3.0956 -2.6351
C 1.3639 0.0411 0.1664
N 1.3911 -0.2641 -1.2467
H -1.8989 -3.7865 -3.1074
H -3.0457 1.3673 0.5327
H 1.2091 1.5147 2.4572
C 0.2065 1.5445 2.0319
H -0.0792 1.7268 -0.2330
N -1.4199 -2.6058 -1.4439
H 0.1677 -3.0564 -4.5150
C 0.1115 0.9652 0.5637
H -0.5588 0.6743 3.7928
H 1.6774 -1.2893 -3.4098
H 1.6165 0.4324 -1.9262
O -0.7565 -0.5187 2.0679
C -0.8676 0.6643 2.8545
C 0.6776 -1.6806 -2.9753
C -0.0864 -2.7308 -3.4565
C -2.1224 1.2421 2.4786
*
```

For the LUMO energy (alpha / beta), the calculation gives 0.289 / -0.005 eV. The HOMO energy (alpha / beta) is -7.79 / -8.14 eV. The HOMO-LUMO gap (alpha / beta) is 0.297 / 0.299 Eh.

=====

So which one is most stable? That would be i, about 23.3 kcal/mol below the next structure.

=====

i.
Entry from the Open Molecules 2025 dataset: a molecular structure, C20H43InN2OP3S (ωB97M-V/def2-TZVPD).

Structure (ORCA input):
```
! wB97M-V def2-TZVPD RIJCOSX def2/J DEFGRID3
* xyz 3 1
H 0.8482 3.2800 -0.9371
H -2.9508 -3.3960 1.1328
C 2.2099 -4.4487 0.2577
P 2.5627 0.6808 0.0502
C -1.3181 5.1985 1.2866
C 1.8474 -3.1662 2.7393
C 3.5604 -8.1660 4.0936
In 0.0505 -0.0568 0.2182
H 2.9854 -4.7689 3.5840
C 1.4955 -3.2642 0.3019
H -2.8280 2.2677 -1.1012
H 3.2801 -5.9315 1.3918
H 0.9104 3.3003 2.8332
H -1.1901 5.7173 0.3279
H -2.5541 2.6190 -2.8252
H -1.7500 -2.3832 2.0042
H -0.1036 5.5950 3.0583
H 3.0526 -8.9832 2.1932
H 2.8370 -0.2435 2.2305
H -3.7049 0.2570 -0.1904
C 2.7332 -4.9914 1.4346
H 1.1177 -2.8152 -0.6208
C -0.0610 0.8710 -3.4360
C -3.7524 -0.8204 0.0000
H 1.0301 0.7768 -3.4594
C 3.4592 -0.2471 1.3275
C 3.7843 -8.4331 2.8027
H -1.0448 -2.8179 -1.9794
H 0.5265 -1.0006 -1.2914
C -0.0050 5.1370 2.0649
S -1.1333 1.3408 2.1972
H 2.2265 2.8870 1.0250
H -2.1043 5.7264 1.8427
O 0.5478 -1.5330 1.7117
C -0.8376 2.9726 1.8023
C -2.0428 -2.3946 -1.8208
H -2.5508 3.4533 0.7574
H 3.9534 2.4752 0.7918
H -0.6373 4.0177 -1.5485
H 4.4325 0.2084 1.5421
H 2.8939 -0.8094 -1.8232
H 0.8039 5.6629 1.5435
H 3.0214 0.8849 -2.3385
C 2.5623 -4.3483 2.6683
N -1.6647 3.7943 1.1204
H 2.9556 2.9812 -0.6021
H -2.2394 -1.6889 -2.6386
H 4.3122 -7.6623 4.7183
H 3.5939 -1.2908 1.0236
H -0.3896 1.5069 -4.2647
C 1.2696 -2.6249 1.5584
C 3.2831 0.1759 -1.5428
H 0.6357 3.4933 -2.6840
H -2.7827 -3.2032 -1.8275
P -0.6198 1.5862 -1.8501
C 0.1169 3.2503 -1.7514
H 4.3722 0.1111 -1.4332
C -2.4037 1.8786 -2.0332
H -1.1916 -3.5592 0.8133
H 2.6338 -8.4811 4.5951
C -2.0007 -2.8590 1.0488
H -4.0849 -0.9674 1.0332
C 2.9552 2.4275 0.3418
H 1.6889 -2.5933 3.6550
N 0.2494 3.7031 2.1735
H 4.7319 -8.1633 2.3145
H -0.4758 -0.1336 -3.5679
H -2.9385 0.9599 -2.2945
H 2.3471 -4.9418 -0.7090
P -2.1044 -1.5519 -0.2087
H -4.4626 -1.2882 -0.6912
*
```

For the LUMO energy (alpha / beta), the calculation gives -10.921 / -11.897 eV. The HOMO energy (alpha / beta) is -15.35 / -15.35 eV. The HOMO-LUMO gap (alpha / beta) is 0.163 / 0.127 Eh.

=====

ii.
Entry from the Open Molecules 2025 dataset: a molecular structure, C20H43InN2OP3S (ωB97M-V/def2-TZVPD).

Structure (ORCA input):
```
! wB97M-V def2-TZVPD RIJCOSX def2/J DEFGRID3
* xyz 3 1
H -2.8013 2.0269 -5.0927
H -2.0800 -2.2778 2.0676
H -1.1392 -2.1751 -5.4735
H -0.2283 3.2318 -4.8861
H -1.0857 -3.7227 1.6467
C -2.0808 2.0597 -4.2074
H 3.0564 1.1044 2.5572
C -2.5883 -1.0564 4.7912
H 0.9084 4.2382 1.5771
H 1.3157 3.2923 -2.1925
P -1.0167 -2.0210 -0.1038
H 3.7275 -1.9525 1.8890
H 0.9400 -2.7100 -1.4046
S -1.7939 1.8306 2.1108
H -1.8256 -2.0654 -2.4211
C -1.9918 -0.5328 -4.5398
H -3.0418 -0.8340 -4.7616
H 3.8709 2.9010 -0.3734
In -0.6085 0.6851 0.1008
H 3.5555 -0.8107 0.5214
H -2.5222 0.4860 -2.7578
H 0.9268 1.1714 -5.0788
H 3.0427 -0.1732 3.8107
H -0.6247 -0.9936 5.7048
H 0.1627 -2.5058 2.9347
C -1.8346 0.6459 3.3963
H 1.8821 4.5655 -1.0720
H -0.3976 1.4033 4.6647
C 0.7950 0.3980 -4.2859
H -2.6859 -3.4800 0.8803
H -2.3718 2.7912 -3.4345
H 2.6945 3.9873 1.5408
H 0.8738 -3.5457 0.1844
C 1.1322 -2.0606 3.1934
O 0.0175 1.1899 -2.2107
C 0.2738 -3.1971 -0.6729
H 0.1692 4.0724 -1.0809
H -3.0331 -1.4090 -1.3002
H 1.3468 -1.5220 -5.0192
P 1.5779 -0.7631 1.9375
H -0.7404 1.5260 -5.6399
C 2.4196 0.3918 3.0983
C -0.8746 -1.3021 -4.8851
C -2.2727 -2.1875 -1.4292
N -1.0301 0.6301 4.4859
H -3.5380 -0.9543 5.3207
H 1.0450 -1.6231 4.1999
H 1.6641 0.9598 3.6644
C 3.2597 1.9889 -0.2950
C -0.3628 0.7724 -3.3324
H 3.3104 1.4519 -1.2522
H -1.7954 0.1420 6.3968
H 1.8882 -2.8613 3.2194
H -2.3966 -2.1113 4.6610
N -2.6318 -0.4547 3.4609
H -0.2199 -4.0646 -1.1481
C 1.1989 3.7174 -1.1918
H -2.7446 -3.1723 -1.3471
C -1.4575 -0.3366 5.4785
C 0.4742 -0.9221 -4.7731
H -3.4307 -0.5005 2.8418
H 3.6954 1.3460 0.4788
H 1.7703 0.5440 -3.7800
H 2.6989 -2.3641 0.4793
C 1.7118 3.4866 1.5685
C 3.0305 -1.5510 1.1387
H 1.6295 2.8798 2.4814
P 1.5292 2.4345 0.0852
C -0.7040 2.2211 -4.7450
C -1.8563 0.6089 -3.6391
C -1.7877 -2.9681 1.2588
*
```

For the LUMO energy (alpha / beta), the calculation gives -10.238 / -10.345 eV. The HOMO energy (alpha / beta) is -14.84 / -14.42 eV. The HOMO-LUMO gap (alpha / beta) is 0.169 / 0.150 Eh.

=====

So which one is most stable? That would be i, about 66.0 kcal/mol below the next structure.

=====

i.
Entry from the Open Molecules 2025 dataset: 3 unconnected molecules or ions with the total composition C4H6N2O3 (ωB97M-V/def2-TZVPD).

Structure (ORCA input):
```
! wB97M-V def2-TZVPD RIJCOSX def2/J DEFGRID3
* xyz 0 1
H -0.2821 -2.7552 -0.2516
H 2.4193 -0.1846 -1.1977
H -1.3658 -1.3474 0.0383
C -0.7060 1.4596 -0.4387
N 1.7356 -0.9138 -1.0189
C 0.5381 0.4136 1.0024
O -0.3133 0.0442 1.9853
H -1.1951 3.2479 -0.1793
H 0.1372 0.2168 2.8352
C -0.5904 -1.7648 -0.5970
C 0.5946 -0.9034 -0.6383
H -0.9951 -1.8555 -1.6072
O -0.6939 2.5803 0.3150
N -0.9451 0.9741 -1.4921
O 1.6621 0.7883 1.2445
*
```

For the LUMO energy (alpha / beta), the calculation gives -0.597 / -0.597 eV. The HOMO energy (alpha / beta) is -8.14 / -8.14 eV. The HOMO-LUMO gap (alpha / beta) is 0.277 / 0.277 Eh.

=====

ii.
Entry from the Open Molecules 2025 dataset: C4H6N2O3 in the gas phase (ωB97M-V/def2-TZVPD).

Structure (ORCA input):
```
! wB97M-V def2-TZVPD RIJCOSX def2/J DEFGRID3
* xyz 0 1
O -0.7119 -1.0568 -0.2708
H 3.5351 -0.3633 -0.3331
H 2.1424 0.2904 0.9048
C -1.0258 1.0431 0.4379
H 3.0857 -1.3993 1.3897
O 1.0006 1.8933 -0.3770
H 0.7276 1.7658 -1.3404
C 2.6518 -0.6600 0.4186
N 1.5608 -1.2053 -0.3790
H -1.4330 1.9668 0.7397
H -3.0307 -1.5059 0.1046
C -1.6423 -0.0808 -0.0527
N 0.2860 0.8033 0.2717
O -2.9057 -0.4303 0.0705
C 0.5134 -0.5008 -0.1531
*
```

For the LUMO energy, the calculation gives 0.311 eV. The HOMO energy is -8.05 eV. The SMILES is C/N=c1/oc(O)cn1O. The HOMO-LUMO gap is 0.307 Eh.

=====

So which one is most stable? That would be i, about 11.4 kcal/mol below the next structure.